i:
CN2O3 as an isolated structure, computed with ωB97M-V with the def2-TZVPD basis set.

Positions of all 6 atoms, in Å:
O1 -1.006 -0.956 1.480
C1 -0.656 -0.305 0.559
O2 -1.041 0.472 -0.332
N1 0.460 0.930 -1.305
N2 1.237 0.300 -0.702
O3 1.007 -0.441 0.300

Results
* total charge: 0
* gap between HOMO and LUMO: 10.3187 eV

Here is what Mulliken gives for the atomic charges, in e:
1. O -0.41
2. C 0.67
3. O -0.40
4. N 0.03
5. N 0.36
6. O -0.24


ii:
A 2-piece molecular cluster, CN2O3 overall, computed with ωB97M-V with the def2-TZVPD basis set.

Positions of all 6 atoms, in Å:
N1 -1.562 0.496 1.065
N2 -1.648 -0.083 0.134
O1 -1.898 -0.637 -0.847
O2 2.282 -0.292 0.854
C1 1.716 0.083 -0.127
O3 1.110 0.433 -1.079

Results
* total charge: 0
* gap between HOMO and LUMO: 12.6128 eV
* SMILES string: N#[N+][O-].O=C=O

Here is what Mulliken gives for the atomic charges, in e:
1. N -0.33
2. N 0.84
3. O -0.51
4. O -0.40
5. C 0.80
6. O -0.40


Which one sits at the bottom of the stability order? i does.


i:
C4H5NS2 as an isolated structure, computed with ωB97M-V with the def2-TZVPD basis set.

Positions of all 12 atoms, in Å:
C1 1.874 -1.170 -0.051
C2 0.490 -0.608 -0.123
C3 -1.621 0.629 0.114
C4 -0.067 0.729 -0.078
H1 1.839 -2.308 -0.168
H2 -2.065 1.555 -0.689
H3 -2.006 1.164 0.967
H4 -0.009 1.642 -0.920
H5 0.649 1.536 0.811
N1 -0.289 -1.632 0.117
S1 3.207 -0.391 0.039
S2 -2.002 -1.148 -0.019

Results
* total charge: 0
* gap between HOMO and LUMO: 7.8612 eV

Mulliken atomic charge list, values in e, 6 entries:
1. C -0.27
2. C 0.65
3. C -0.48
4. C -0.47
5. H 0.29
6. H 0.26


ii:
C4H5NS2 as an isolated structure, computed with ωB97M-V with the def2-TZVPD basis set.

Positions of all 12 atoms, in Å:
C1 0.844 1.657 0.139
C2 0.216 0.377 0.462
C3 -0.859 -1.151 -0.749
C4 0.507 -0.802 -0.414
H1 1.917 1.401 -0.119
H2 0.948 0.162 1.577
H3 -2.003 0.050 1.018
H4 -1.527 -0.846 -1.721
H5 -0.887 -2.223 -0.085
N1 -1.297 0.022 0.234
S1 0.239 3.125 0.066
S2 1.902 -1.771 -0.408

Results
* total charge: 0
* gap between HOMO and LUMO: 7.7066 eV

Mulliken atomic charge list, values in e, 6 entries:
1. C -0.44
2. C 0.40
3. C -0.15
4. C -0.19
5. H 0.24
6. H 0.25


iii:
One molecule with the formula C4H5NS2, computed with ωB97M-V with the def2-TZVPD basis set.

Positions of all 12 atoms, in Å:
C1 0.081 1.772 -0.209
C2 1.270 1.201 -0.474
S1 1.780 -0.338 0.243
C3 0.519 -1.539 -0.050
N1 -0.745 -1.538 -0.177
S2 -1.808 -0.245 -0.160
C4 -0.971 1.165 0.668
H1 -0.263 2.656 -0.798
H2 1.903 1.616 -1.242
H3 0.964 -2.522 -0.148
H4 -1.781 1.884 0.847
H5 -0.551 0.876 1.652

Results
* total charge: 0
* gap between HOMO and LUMO: 8.7885 eV
* SMILES string: C1=CSC=NSC1

Mulliken atomic charge list, values in e, 6 entries:
1. C 0.03
2. C -0.40
3. S -0.15
4. C 0.00
5. N -0.40
6. S 0.06


iv:
One molecule with the formula C4H5NS2, computed with ωB97M-V with the def2-TZVPD basis set.

Positions of all 12 atoms, in Å:
C1 2.838 0.421 -0.855
C2 1.851 -0.124 -0.441
C3 0.636 -0.884 -0.153
N1 0.653 -1.615 1.185
C4 -0.640 -0.125 -0.001
S1 -2.110 -0.460 -0.564
S2 -0.413 1.617 0.529
H1 4.008 0.626 -1.079
H2 0.402 -1.565 -1.086
H3 0.854 -2.778 1.068
H4 1.504 -1.077 1.803
H5 0.924 1.860 0.247

Results
* total charge: 0
* gap between HOMO and LUMO: 8.2901 eV
* SMILES string: C#C[C@@H](N)C(=S)S

Mulliken atomic charge list, values in e, 6 entries:
1. C 0.01
2. C -0.75
3. C 0.46
4. N -0.64
5. C 0.04
6. S -0.24


Which one sits at the bottom of the stability order? ii does.


i:
A 2-piece molecular cluster, C2H2BrFO overall, computed with ωB97M-V with the def2-TZVPD basis set.

Positions of all 7 atoms, in Å:
O1 -0.099 -2.177 -0.316
C1 -0.563 -1.112 -0.318
C2 -1.267 -0.024 -0.347
F1 -1.878 0.365 0.838
H1 -1.060 0.790 -0.886
Br1 2.875 1.037 -0.013
H2 1.992 1.120 1.042

Results
* total charge: 0
* gap between HOMO and LUMO: 9.4397 eV
* SMILES string: O=C=CF.Br

Mulliken atomic charge list, values in e, 6 entries:
1. O -0.31
2. C 0.65
3. C -0.41
4. F -0.23
5. H 0.31
6. Br -0.20


ii:
A 2-piece molecular cluster, C2H2BrFO overall, computed with ωB97M-V with the def2-TZVPD basis set.

Positions of all 7 atoms, in Å:
O1 -2.655 -1.575 -0.155
C1 -1.913 -0.690 -0.006
C2 -0.941 0.116 0.294
F1 0.150 0.195 -0.515
H1 -1.115 0.757 1.049
Br1 3.744 0.129 -0.321
H2 2.730 1.068 -0.347

Results
* total charge: 0
* gap between HOMO and LUMO: 9.5258 eV
* SMILES string: O=C=CF.Br

Mulliken atomic charge list, values in e, 6 entries:
1. O -0.33
2. C 0.60
3. C -0.39
4. F -0.21
5. H 0.34
6. Br -0.20


Which one sits at the bottom of the stability order? i does.


i:
One molecule with the formula H4NO2PS, computed with ωB97M-V with the def2-TZVPD basis set.

Positions of all 9 atoms, in Å:
N1 -0.071 0.260 -1.057
S1 1.087 -0.888 -0.381
O1 2.464 -0.420 -0.591
O2 0.773 -2.190 -0.952
P1 0.743 -0.721 1.832
H1 0.094 1.214 -0.770
H2 -0.961 -0.066 -0.656
H3 -0.516 -1.220 1.588
H4 0.346 0.462 1.587

Results
* total charge: 0
* gap between HOMO and LUMO: 10.3035 eV
* SMILES string: NS(=O)(=O)P

Mulliken atomic charge list, values in e, 6 entries:
1. N -0.55
2. S 0.88
3. O -0.56
4. O -0.54
5. P 0.05
6. H 0.28


ii:
One molecule with the formula H4NO2PS, computed with ωB97M-V with the def2-TZVPD basis set.

Positions of all 9 atoms, in Å:
N1 -0.981 -1.197 0.509
S1 -1.147 0.457 -0.049
O1 -1.938 1.120 0.918
O2 -1.483 0.334 -1.425
P1 1.041 1.060 0.118
H1 -1.065 -1.142 1.554
H2 -0.118 -1.583 0.098
H3 0.912 2.183 -0.897
H4 1.390 0.144 -0.941

Results
* total charge: 0
* gap between HOMO and LUMO: 10.4767 eV
* SMILES string: NS(=O)(=O)P

Mulliken atomic charge list, values in e, 6 entries:
1. N -0.56
2. S 0.94
3. O -0.56
4. O -0.52
5. P -0.10
6. H 0.30


iii:
A 2-piece molecular cluster, H4NO2PS overall, computed with ωB97M-V with the def2-TZVPD basis set.

Positions of all 9 atoms, in Å:
N1 -0.103 0.834 0.871
O1 -0.169 -1.622 0.586
O2 -0.469 -1.177 -1.798
P1 -1.175 -0.949 -0.351
S1 0.580 1.917 -0.250
H1 -0.918 1.405 1.187
H2 -0.007 -1.126 1.404
H3 0.496 -1.105 -1.857
H4 1.765 1.822 0.208

Results
* total charge: 0
* gap between HOMO and LUMO (alpha / beta): 7.8809 / 7.8803 eV

Mulliken atomic charge list, values in e, 6 entries:
1. N -0.66
2. O -0.42
3. O -0.39
4. P 0.53
5. S -0.16
6. H 0.24


Which one sits at the bottom of the stability order? i does.


i:
One molecule with the formula H4NO2PS, computed with ωB97M-V with the def2-TZVPD basis set.

Positions of all 9 atoms, in Å:
N1 -0.153 -0.115 -1.449
P1 0.269 0.268 0.075
O1 -0.394 -1.419 1.148
O2 -0.820 1.311 0.501
S1 2.132 0.518 0.555
H1 -1.109 0.035 -1.749
H2 0.402 -0.937 -1.786
H3 0.334 -1.743 1.602
H4 -0.660 2.082 1.103

Results
* total charge: 0
* gap between HOMO and LUMO: 9.6819 eV
* SMILES string: NP(O)(O)=S

Mulliken atomic charge list, values in e, 6 entries:
1. N -0.44
2. P 0.78
3. O -0.66
4. O -0.50
5. S -0.36
6. H 0.27


ii:
A 2-piece molecular cluster, H4NO2PS overall, computed with ωB97M-V with the def2-TZVPD basis set.

Positions of all 9 atoms, in Å:
N1 -0.699 0.336 0.232
O1 1.459 -1.186 0.361
O2 1.723 1.304 0.486
P1 0.898 0.166 -0.440
S1 -1.886 -1.429 -1.045
H1 -0.889 1.291 -0.164
H2 0.767 -1.393 1.002
H3 1.740 2.176 0.075
H4 -3.114 -1.264 -0.505

Results
* total charge: 0
* gap between HOMO and LUMO (alpha / beta): 7.1355 / 7.2581 eV

Mulliken atomic charge list, values in e, 6 entries:
1. N -0.46
2. O -0.44
3. O -0.46
4. P 0.36
5. S -0.11
6. H 0.26


iii:
One molecule with the formula H4NO2PS, computed with ωB97M-V with the def2-TZVPD basis set.

Positions of all 9 atoms, in Å:
N1 -1.082 -0.800 0.693
P1 0.090 0.053 -0.007
O1 -0.395 1.496 0.330
O2 -0.174 -0.057 -1.554
S1 2.569 -0.398 0.218
H1 -0.863 -0.961 1.741
H2 -0.917 -1.851 0.486
H3 0.201 2.191 -0.004
H4 0.573 0.326 -1.903

Results
* total charge: 0
* gap between HOMO and LUMO: 8.2009 eV
* SMILES string: NP(O)(O)=S

Mulliken atomic charge list, values in e, 6 entries:
1. N -0.60
2. P 0.48
3. O -0.45
4. O -0.39
5. S -0.42
6. H 0.34


Which one sits at the bottom of the stability order? ii does.


i:
An isolated ion of composition C5H8N3O2 and charge +1, computed with ωB97M-V with the def2-TZVPD basis set.

Positions of all 18 atoms, in Å:
C1 -2.074 1.798 1.824
O1 -1.019 0.924 1.088
C2 0.190 1.181 1.004
O2 1.068 1.771 1.463
N1 0.707 0.134 -0.236
N2 1.983 0.462 -0.488
C3 2.529 -0.318 -1.432
C4 1.612 -1.325 -1.726
C5 0.449 -0.955 -1.077
N3 -0.831 -1.672 -0.685
H1 -2.151 1.447 2.904
H2 -2.907 1.453 1.226
H3 -1.622 2.813 1.952
H4 3.583 -0.130 -1.726
H5 1.660 -2.118 -2.367
H6 -1.043 -2.239 -1.454
H7 -1.577 -1.018 -0.469
H8 -0.556 -2.207 0.198

Results
* total charge: +1
* gap between HOMO and LUMO: 9.5551 eV
* SMILES string: COC(=O)n1nccc1[NH3+]

Mulliken atomic charge list, values in e, 6 entries:
1. C -0.55
2. O -0.31
3. C 0.54
4. O -0.30
5. N 0.55
6. N -0.89


ii:
An isolated ion of composition C5H8N3O2 and charge +1, computed with ωB97M-V with the def2-TZVPD basis set.

Positions of all 18 atoms, in Å:
C1 -1.356 0.892 -0.512
C2 -0.986 -0.276 -0.121
C3 1.343 0.156 0.262
C4 0.193 -0.668 0.661
C5 -2.005 -1.347 -0.394
N1 1.439 1.397 -0.004
N2 2.712 -0.579 0.005
N3 0.381 2.203 0.034
O1 3.568 0.190 -0.281
O2 2.654 -1.758 0.144
H1 -2.153 1.446 -1.014
H2 -0.022 -0.744 1.677
H3 0.467 -1.637 0.373
H4 -1.553 -1.896 -1.216
H5 -2.955 -0.767 -0.470
H6 -1.914 -1.950 0.588
H7 0.398 2.887 -0.582
H8 -0.212 2.450 0.848

Results
* total charge: +1
* gap between HOMO and LUMO (alpha / beta): 9.0684 / 9.0696 eV

Mulliken atomic charge list, values in e, 6 entries:
1. C -0.34
2. C 0.77
3. C 0.23
4. C -0.83
5. C -1.19
6. N -0.23


Which one sits at the bottom of the stability order? ii does.